No. 1
Entry from the OMol25 dataset: C45H40AsIN5PS5SiV as an isolated structure (wB97M-V/def2-TZVPD).

Geometry as ORCA input:
```
! RIJCOSX wB97M-V def2-TZVPD def2/J DEFGRID3
* xyz -2 4
V -1.264 -0.298 -0.916
I 1.495 0.632 -0.442
C 1.727 0.708 1.647
C 2.923 0.169 2.044
C 3.340 0.193 3.385
C 2.558 0.818 4.305
C 1.324 1.404 3.932
C 0.593 2.101 4.921
C -0.576 2.716 4.604
C -1.093 2.582 3.305
C -0.463 1.867 2.313
P -1.469 1.650 0.743
C -1.183 3.305 0.002
C -0.041 4.045 0.308
C 0.242 5.226 -0.366
C -0.624 5.690 -1.347
C -1.762 4.960 -1.657
C -2.031 3.764 -1.006
C -3.146 1.711 1.482
C -3.447 0.654 2.339
C -4.690 0.555 2.932
C -5.667 1.505 2.653
C -5.380 2.547 1.789
C -4.120 2.658 1.209
C 0.835 1.315 2.591
H 3.560 -0.292 1.301
H 4.285 -0.257 3.664
H 2.864 0.891 5.343
H 0.997 2.143 5.927
H -1.132 3.276 5.346
H -2.053 3.033 3.094
H 0.647 3.702 1.071
H 1.142 5.779 -0.122
H -0.405 6.612 -1.873
H -2.440 5.283 -2.438
H -2.905 3.199 -1.320
H -2.699 -0.102 2.537
H -4.906 -0.279 3.589
H -6.654 1.417 3.091
H -6.143 3.272 1.536
H -3.931 3.465 0.520
C -2.032 -2.400 4.633
C -2.804 -2.922 3.604
C -2.325 -2.979 2.305
C -1.039 -2.516 2.026
C -0.248 -2.011 3.058
C -0.751 -1.945 4.347
N -0.554 -2.589 0.695
N -1.290 -3.521 -0.118
C -1.306 -3.219 -1.408
C -2.045 -4.137 -2.230
C -2.036 -3.999 -3.576
C -1.320 -2.933 -4.168
C -0.743 -2.028 -3.335
N -0.714 -2.121 -1.972
H -2.423 -2.344 5.641
H -3.807 -3.280 3.807
H -2.921 -3.364 1.491
H 0.755 -1.666 2.844
H -0.131 -1.531 5.133
H -2.609 -4.910 -1.726
H -2.613 -4.674 -4.196
H -1.351 -2.746 -5.230
H -0.311 -1.118 -3.729
S -4.951 2.298 -2.437
As -3.701 0.596 -2.784
S -1.537 1.176 -2.765
S -3.593 -0.660 -0.945
S -4.194 -0.501 -4.524
N 2.405 -1.941 -3.058
C 2.377 -0.755 -3.716
N 1.814 0.310 -3.261
C 1.992 1.383 -4.118
C 1.481 2.662 -3.913
C 1.732 3.635 -4.864
C 2.474 3.351 -6.013
C 2.977 2.079 -6.233
C 2.729 1.106 -5.276
S 3.204 -0.574 -5.265
H 1.741 -2.024 -2.290
H 2.497 -2.773 -3.615
H 0.868 2.863 -3.043
H 1.323 4.627 -4.721
H 2.646 4.127 -6.748
H 3.539 1.851 -7.130
C 4.738 -2.057 1.290
Si 3.654 -3.311 0.408
C 3.659 -4.916 1.379
C 4.363 -3.644 -1.297
C 1.966 -2.666 0.282
C 0.774 -2.622 0.523
H 5.765 -2.418 1.390
H 4.350 -1.850 2.290
H 4.759 -1.117 0.733
H 4.661 -5.350 1.441
H 2.996 -5.639 0.899
H 3.286 -4.753 2.392
H 5.268 -4.254 -1.227
H 4.607 -2.714 -1.812
H 3.637 -4.188 -1.906
*
```

Calculated values
maximum force	0.0181	Eh/bohr
HOMO-LUMO gap (spin up / spin down)	0.1715 / 0.1765	Eh
energy above the lowest of the compared OMol25 structures with the same formula, charge and spin	21.0	kcal/mol
⟨S²⟩	3.77

Results of the Mulliken charge analysis, in e, for atoms 1 through 6: 0.67, 0.21, 0.28, -0.65, -0.68, -1.18

No. 2
Entry from the OMol25 dataset: C7H6O as an isolated structure in a non-equilibrium geometry (wB97M-V/def2-TZVPD).

Geometry as ORCA input:
```
! RIJCOSX wB97M-V def2-TZVPD def2/J DEFGRID3
* xyz 0 1
C 0.360 -1.561 -1.452
C 0.140 -0.346 -0.662
C 0.602 0.664 -1.692
C 0.757 1.969 -1.448
C 0.628 -1.022 -2.623
C -0.399 -0.109 0.505
C -0.668 1.285 0.972
O 1.047 3.104 -1.343
H 0.295 -2.688 -1.167
H 0.544 -1.051 -3.740
H -0.795 -0.968 1.105
H -1.668 1.670 0.654
H 0.077 1.878 0.521
H -0.777 1.393 2.033
*
```

Calculated values
maximum force	0.0780	Eh/bohr
HOMO-LUMO gap	0.2998	Eh
energy above the lowest of the compared OMol25 structures with the same formula, charge and spin	91.9	kcal/mol

Results of the natural (NBO) charge analysis, in e, for atoms 1 through 6: -0.24, -0.04, -0.42, 0.66, -0.04, -0.18

No. 3
Entry from the OMol25 dataset: C13H9IrN3S4 as an isolated structure in a non-equilibrium geometry (wB97M-V/def2-TZVPD).

Geometry as ORCA input:
```
! RIJCOSX wB97M-V def2-TZVPD def2/J DEFGRID3
* xyz 2 2
Ir 0.075 -0.007 0.032
N -3.570 0.026 -2.296
C -3.395 0.091 -3.661
C -4.498 0.167 -4.513
C -4.320 0.240 -5.883
C -3.035 0.267 -6.436
C -1.930 0.192 -5.611
C -2.100 0.085 -4.232
S -0.694 -0.110 -3.217
N -1.299 -0.208 -1.688
C -2.598 -0.137 -1.363
C -2.912 -0.251 0.043
C -4.185 -0.562 0.552
C -4.364 -0.664 1.917
C -3.274 -0.482 2.768
C -2.050 -0.174 2.206
N -1.861 -0.054 0.892
H -4.527 0.101 -1.973
H -5.494 0.157 -4.098
H -5.181 0.278 -6.533
H -2.908 0.339 -7.506
H -0.933 0.222 -6.023
H -5.023 -0.748 -0.103
H -5.341 -0.875 2.326
H -3.376 -0.568 3.838
H -1.189 0.007 2.835
S 4.418 0.708 1.153
C 2.845 0.486 0.713
S 1.797 -0.722 1.416
S 1.970 1.345 -0.503
*
```

Calculated values
maximum force	0.0603	Eh/bohr
HOMO-LUMO gap (spin up / spin down)	0.1508 / 0.1223	Eh
energy above the lowest of the compared OMol25 structures with the same formula, charge and spin	27.4	kcal/mol
⟨S²⟩	0.93

Results of the natural (NBO) charge analysis, in e, for atoms 1 through 6: 0.76, -0.50, 0.17, -0.20, -0.17, -0.14

No. 4
Entry from the OMol25 dataset: a single C3H4Cl3NO2 molecule in a non-equilibrium geometry (wB97M-V/def2-TZVPD).

Geometry as ORCA input:
```
! RIJCOSX wB97M-V def2-TZVPD def2/J DEFGRID3
* xyz 0 1
C -0.284 -0.346 -0.351
C 2.104 0.319 -0.302
C -1.522 0.462 0.120
H -0.503 -1.975 0.672
H -0.172 -0.129 -1.423
H 0.886 0.207 1.343
H 2.008 0.196 -1.359
N 0.891 0.102 0.321
O -0.510 -1.710 -0.241
O 3.109 0.612 0.271
Cl -2.949 -0.079 -0.780
Cl -1.787 0.152 1.872
Cl -1.273 2.190 -0.143
*
```

Calculated values
maximum force	0.0292	Eh/bohr
HOMO-LUMO gap	0.4007	Eh
SMILES	O=CN[C@@H](O)C(Cl)(Cl)Cl
energy above the lowest of the compared OMol25 structures with the same formula, charge and spin	0.0	kcal/mol

Results of the natural (NBO) charge analysis, in e, for atoms 1 through 6: 0.18, 0.55, -0.11, 0.48, 0.21, 0.41